A cluster of 2 separate species, C5H12O2 in total, computed with wB97M-V/def2-TZVPD.

Results
- Energy: -9473.1476 eV
- Energy above the lowest of the compared OMol25 structures with the same formula, charge and spin: 45.8 kcal/mol
- SMILES: C=C(O)[C@H](O)CC.[H][H]
- HOMO level: -0.340 hartree

Each line ends with the Mulliken charge.
Element x y z (Å)
C  -1.2238  -0.4018  -2.0557  -1.05
C  -0.9142  -0.5830  -0.7744  0.66
O  -1.8293  -0.6875  0.2400  -0.50
C  0.4839  -0.6979  -0.2169  -0.15
O  0.6398  -1.9316  0.4646  -0.58
C  0.8237  0.4911  0.6891  -0.33
C  2.2506  0.4258  1.2241  -1.23
H  -2.2517  -0.3030  -2.3980  0.22
H  -0.4423  -0.3505  -2.8048  0.27
H  -2.7206  -0.6768  -0.1342  0.35
H  1.1880  -0.7334  -1.0550  0.39
H  -0.0957  -1.9957  1.0901  0.39
H  0.1074  0.5017  1.5211  0.26
H  0.6638  1.4196  0.1265  0.32
H  2.4254  -0.5334  1.7197  0.30
H  2.9841  0.5262  0.4151  0.32
H  2.4376  1.2279  1.9457  0.37
H  -2.2131  1.8348  0.1895  -0.26
H  -2.3137  2.4674  -0.1863  0.25

***

An isolated molecule of C3H3NO in a non-equilibrium geometry, computed with wB97M-V/def2-TZVPD.

Results
- Energy: -6694.9452 eV
- Energy above the lowest of the compared OMol25 structures with the same formula, charge and spin: 35.7 kcal/mol
- SMILES: N#C[C@@H]1CO1
- HOMO level: -0.419 hartree

Each line ends with the Mulliken charge.
Element x y z (Å)
N  -2.5237  -0.0326  -0.4058  -0.38
C  -1.4407  -0.2817  -0.0334  0.09
C  -0.0610  -0.4804  0.3742  0.12
C  0.8757  0.4693  -0.1916  -0.34
O  0.7313  -0.7969  -0.7420  -0.36
H  0.1436  -0.9067  1.3224  0.37
H  1.8711  0.6581  0.3295  0.24
H  0.4036  1.3708  -0.6533  0.25

***

A cluster of 2 separate species, C13H19N in total in a non-equilibrium geometry, computed with wB97M-V/def2-TZVPD.

Results
- Total charge: -1
- Energy: -15276.2792 eV
- Energy above the lowest of the compared OMol25 structures with the same formula, charge and spin: 49.5 kcal/mol
- HOMO level (spin up / spin down): 0.016 / -0.108 hartree
- Spin multiplicity: 2

Each line ends with the Mulliken charge.
Element x y z (Å)
C  0.8585  -1.2619  2.2265  1.02
C  1.2558  0.0021  1.4321  -1.18
C  0.1646  -1.2010  3.6301  -1.45
C  0.0861  -2.2268  1.3566  -1.21
H  1.8801  -1.7352  2.4408  0.05
H  0.5401  0.4430  0.6651  -0.01
H  -0.8220  -0.7446  3.6821  0.36
H  0.0633  -2.2330  4.0819  0.34
H  0.7299  -0.4692  4.2630  0.35
H  -0.6801  -1.6472  0.8452  0.23
H  0.6309  -2.5806  0.4398  0.33
H  2.0955  -0.2692  0.7025  0.22
H  1.5797  0.6825  2.0622  0.55
H  -0.3868  -3.1135  1.9140  0.31
C  2.1699  2.0845  -1.6025  -1.26
C  -0.0587  2.6219  -0.4876  -0.96
C  0.7620  1.8471  -1.3329  0.51
C  -1.4951  1.1372  -1.4404  0.08
C  -0.1346  0.7919  -1.8309  0.87
C  -2.6069  0.2608  -1.4817  -1.24
C  -0.0893  -0.4377  -2.5287  -0.46
C  -2.4529  -0.9940  -1.9437  -0.39
C  -1.2508  -1.3537  -2.4457  -0.37
N  -1.4248  2.3227  -0.6988  -0.17
H  0.0671  3.5247  0.0433  0.40
H  -2.1951  2.6509  -0.1699  0.30
H  2.4199  1.6849  -2.6056  0.32
H  2.7823  1.6753  -0.7709  0.19
H  -3.5353  0.6056  -1.3687  0.44
H  0.8231  -0.9023  -3.0985  0.06
H  -3.1382  -1.8280  -1.8347  0.31
H  -1.0917  -2.4914  -2.6761  0.17
H  2.4536  3.1543  -1.4679  0.32

***

A cluster of 9 separate species, C4H24N2O10 in total in a non-equilibrium geometry, computed with wB97M-V/def2-TZVPD.

Results
- Total charge: -1
- Energy: -27993.9838 eV
- Energy above the lowest of the compared OMol25 structures with the same formula, charge and spin: 0.0 kcal/mol
- HOMO level (spin up / spin down): -0.026 / -0.167 hartree
- Spin multiplicity: 2

Each line ends with the Mulliken charge.
Element x y z (Å)
O  0.7961  1.1907  -1.7871  -1.01
C  0.3575  0.3711  -0.8567  -0.65
C  0.8738  0.4779  0.5782  1.10
C  1.2195  -0.9200  1.1625  -0.29
C  2.2535  -0.8644  2.2671  0.22
N  1.7877  -0.9145  3.5400  -0.39
O  3.4583  -0.8319  2.0221  -0.68
N  2.0069  1.4101  0.6256  -0.70
H  -0.3833  -0.3965  -1.0892  0.48
H  0.0950  0.8902  1.2470  -0.36
H  0.3137  -1.3956  1.5210  0.22
H  1.6315  -1.5563  0.3932  0.23
H  2.4603  -0.8571  4.2941  0.25
H  0.8347  -0.7060  3.7558  0.22
H  2.0486  1.8675  -0.2912  0.27
H  2.8827  0.9153  0.7577  0.27
H  -2.2809  0.9532  -2.2076  0.37
H  -3.6616  0.2637  -2.0786  0.27
O  -2.7224  0.0916  -1.9833  -0.69
H  -1.6419  -2.3732  -0.4015  0.38
H  -2.5423  -1.1402  -0.7323  0.44
O  -2.3953  -1.8585  -0.0748  -0.74
H  0.1000  -3.8926  -0.9315  0.27
H  0.6103  -2.5284  -1.4999  0.33
O  -0.1800  -3.0042  -1.1613  -0.67
H  -0.8333  1.7325  -3.5460  0.31
H  -0.8833  2.7674  -2.3916  0.41
O  -1.4512  2.2277  -2.9989  -0.79
H  -1.9304  2.0277  2.0811  0.30
H  -2.5117  0.7196  2.6808  0.40
O  -1.9406  1.4874  2.8781  -0.69
H  -3.0636  -1.5663  2.9218  0.29
H  -2.8584  -1.1989  1.4498  0.45
O  -3.1939  -0.8313  2.3166  -0.71
H  1.8978  -0.8522  -2.7574  0.26
H  2.9227  -1.4488  -1.7939  0.29
O  1.9683  -1.4639  -2.0110  -0.62
H  0.9460  2.8189  -1.3522  0.34
H  0.7009  4.3085  -1.5240  0.22
O  0.2747  3.5052  -1.2458  -0.62

***

A cluster of 2 separate species, C6H12N3 in total in a non-equilibrium geometry, computed with wB97M-V/def2-TZVPD.

Results
- Total charge: +1
- Energy: -10878.9709 eV
- Energy above the lowest of the compared OMol25 structures with the same formula, charge and spin: 54.1 kcal/mol
- HOMO level (spin up / spin down): -0.512 / -0.512 hartree

Each line ends with the Mulliken charge.
Element x y z (Å)
C  -2.2417  -0.6831  -0.4906  -0.07
C  -0.9360  0.9983  -1.6016  -0.10
C  -2.1198  0.1020  -1.7615  -0.69
C  -0.0226  -0.5143  -0.1882  1.06
C  1.1055  -1.4608  -0.2801  -1.39
C  2.0199  1.0304  1.6859  -0.85
N  -1.2407  -0.9484  0.2499  -0.42
N  0.0484  0.6606  -0.8706  -0.32
N  0.6884  0.4753  1.7585  -0.44
H  -3.2121  -1.0395  -0.1732  0.44
H  -0.9020  1.9616  -2.0905  0.46
H  -1.9721  -0.5773  -2.6107  0.30
H  -3.0287  0.6664  -1.9781  0.39
H  2.0488  -0.9233  -0.3361  0.38
H  1.0041  -2.0347  -1.2045  0.36
H  1.0967  -2.1644  0.5473  0.35
H  2.7487  0.2302  1.5877  0.30
H  2.0819  1.6936  0.8251  0.32
H  2.2650  1.6044  2.5851  0.33
H  -0.0237  1.1827  1.8950  0.29
H  0.5919  -0.2595  2.4510  0.28

***

A structure of composition C21H21CoN6O4, computed with wB97M-V/def2-TZVPD.

Results
- Total charge: +1
- Energy: -76871.3081 eV
- Energy above the lowest of the compared OMol25 structures with the same formula, charge and spin: 0.0 kcal/mol
- HOMO level (spin up / spin down): -0.414 / -0.428 hartree
- Spin multiplicity: 4

Each line ends with the Mulliken charge.
Element x y z (Å)
Co  0.6901  1.2346  -0.2247  0.70
O  4.5892  1.9042  -0.7451  -0.64
C  3.4663  1.7032  -0.3488  0.27
O  2.3485  2.1213  -0.8955  -0.74
C  3.2546  0.8826  0.9230  0.45
C  4.2163  0.4241  1.8051  -0.67
C  3.7812  -0.2533  2.9433  -0.24
C  2.4225  -0.4536  3.1904  -0.82
C  1.5266  0.0313  2.2557  0.44
N  1.9774  0.6522  1.1796  0.39
C  0.0027  -0.0080  2.3110  0.30
O  -0.5488  -0.5881  3.2240  -0.71
O  -0.5702  0.6009  1.3097  -0.66
H  5.2621  0.6063  1.6011  0.55
H  4.5098  -0.6205  3.6550  0.44
H  2.0602  -0.9587  4.0747  0.58
N  -2.3438  -8.8726  -1.2484  -0.45
C  -2.0126  -7.7798  -1.3689  0.02
C  -1.5960  -6.4053  -1.5175  0.36
C  -1.4254  -5.6051  -0.3934  -1.08
C  -1.0272  -4.2891  -0.5328  -0.61
C  -0.7994  -3.7710  -1.8004  1.96
C  -0.9676  -4.5617  -2.9257  -0.52
C  -1.3655  -5.8796  -2.7826  -1.05
N  -0.3854  -2.4032  -1.9513  0.30
C  -0.1344  -1.7340  -3.1388  0.06
C  0.2303  -0.4765  -2.7982  -1.09
N  0.2162  -0.3601  -1.4220  -0.18
C  -0.1619  -1.5279  -0.9522  -0.12
H  -1.6048  -6.0125  0.5918  0.45
H  -0.9050  -3.6888  0.3562  0.44
H  -0.7917  -4.1740  -3.9179  0.29
H  -1.4966  -6.5021  -3.6567  0.46
H  -0.2234  -2.1981  -4.1025  0.35
H  0.5447  0.3297  -3.4384  0.50
H  -0.2922  -1.7489  0.0920  0.20
N  -2.4155  4.7342  1.0147  -0.15
C  -2.0516  4.6655  -0.4476  -0.84
C  -1.2466  3.3972  -0.6757  -0.53
N  -0.0688  3.2768  0.1905  -0.16
C  -0.3995  3.4795  1.6063  -0.71
C  -1.1693  4.7565  1.8706  -0.90
H  -2.9638  3.9054  1.2627  0.39
H  -3.0057  5.5442  1.2054  0.35
H  -1.4713  5.5638  -0.6564  0.38
H  -2.9728  4.6867  -1.0256  0.42
H  -0.9421  3.3625  -1.7210  0.44
H  -1.8883  2.5301  -0.4846  0.29
H  0.6915  3.8816  -0.1090  0.43
H  0.5224  3.5002  2.1865  0.49
H  -0.9602  2.6032  1.9409  0.34
H  -0.6237  5.6547  1.5819  0.38
H  -1.4814  4.8400  2.9094  0.45

***

Please write out number 4 again, unchanged.
A cluster of 9 separate species, C4H24N2O10 in total in a non-equilibrium geometry, computed with wB97M-V/def2-TZVPD.

Results
- Total charge: -1
- Energy: -27993.9838 eV
- Energy above the lowest of the compared OMol25 structures with the same formula, charge and spin: 0.0 kcal/mol
- HOMO level (spin up / spin down): -0.026 / -0.167 hartree
- Spin multiplicity: 2

Each line ends with the Mulliken charge.
Element x y z (Å)
O  0.7961  1.1907  -1.7871  -1.01
C  0.3575  0.3711  -0.8567  -0.65
C  0.8738  0.4779  0.5782  1.10
C  1.2195  -0.9200  1.1625  -0.29
C  2.2535  -0.8644  2.2671  0.22
N  1.7877  -0.9145  3.5400  -0.39
O  3.4583  -0.8319  2.0221  -0.68
N  2.0069  1.4101  0.6256  -0.70
H  -0.3833  -0.3965  -1.0892  0.48
H  0.0950  0.8902  1.2470  -0.36
H  0.3137  -1.3956  1.5210  0.22
H  1.6315  -1.5563  0.3932  0.23
H  2.4603  -0.8571  4.2941  0.25
H  0.8347  -0.7060  3.7558  0.22
H  2.0486  1.8675  -0.2912  0.27
H  2.8827  0.9153  0.7577  0.27
H  -2.2809  0.9532  -2.2076  0.37
H  -3.6616  0.2637  -2.0786  0.27
O  -2.7224  0.0916  -1.9833  -0.69
H  -1.6419  -2.3732  -0.4015  0.38
H  -2.5423  -1.1402  -0.7323  0.44
O  -2.3953  -1.8585  -0.0748  -0.74
H  0.1000  -3.8926  -0.9315  0.27
H  0.6103  -2.5284  -1.4999  0.33
O  -0.1800  -3.0042  -1.1613  -0.67
H  -0.8333  1.7325  -3.5460  0.31
H  -0.8833  2.7674  -2.3916  0.41
O  -1.4512  2.2277  -2.9989  -0.79
H  -1.9304  2.0277  2.0811  0.30
H  -2.5117  0.7196  2.6808  0.40
O  -1.9406  1.4874  2.8781  -0.69
H  -3.0636  -1.5663  2.9218  0.29
H  -2.8584  -1.1989  1.4498  0.45
O  -3.1939  -0.8313  2.3166  -0.71
H  1.8978  -0.8522  -2.7574  0.26
H  2.9227  -1.4488  -1.7939  0.29
O  1.9683  -1.4639  -2.0110  -0.62
H  0.9460  2.8189  -1.3522  0.34
H  0.7009  4.3085  -1.5240  0.22
O  0.2747  3.5052  -1.2458  -0.62

***

What did the second record say?
An isolated molecule of C3H3NO in a non-equilibrium geometry, computed with wB97M-V/def2-TZVPD.

Results
- Energy: -6694.9452 eV
- Energy above the lowest of the compared OMol25 structures with the same formula, charge and spin: 35.7 kcal/mol
- SMILES: N#C[C@@H]1CO1
- HOMO level: -0.419 hartree

Each line ends with the Mulliken charge.
Element x y z (Å)
N  -2.5237  -0.0326  -0.4058  -0.38
C  -1.4407  -0.2817  -0.0334  0.09
C  -0.0610  -0.4804  0.3742  0.12
C  0.8757  0.4693  -0.1916  -0.34
O  0.7313  -0.7969  -0.7420  -0.36
H  0.1436  -0.9067  1.3224  0.37
H  1.8711  0.6581  0.3295  0.24
H  0.4036  1.3708  -0.6533  0.25